Record 1
C22H32N2O4 | ωB97M-V/def2-TZVPD

## Properties
HOMO = -0.2929 Eh
Total energy = -34504.7876 eV
Relative energy (zero: lowest compared OMol25 entry of this formula, charge and spin) = 1.521 eV
Charge = 0

Last column: natural (NBO) charge in e.
Atoms and positions in Å:
C1 -2.981 2.711 -0.881  -0.65
C2 -2.053 3.333 -1.920  -0.06
O1 -0.685 3.116 -1.637  -0.49
C3 -0.133 1.896 -1.872  0.24
C4 -0.743 0.831 -2.509  -0.27
C5 -0.071 -0.369 -2.692  -0.25
C6 1.217 -0.543 -2.221  -0.03
C7 1.959 -1.853 -2.333  -0.42
C8 1.049 -3.079 -2.231  -0.22
N1 0.145 -2.969 -1.109  -0.64
C9 -0.151 -3.990 -0.286  0.69
O2 0.392 -5.074 -0.332  -0.62
C10 -1.243 -3.669 0.739  -0.31
C11 -2.469 -3.022 0.089  -0.50
C12 -2.268 -1.529 0.297  0.69
O3 -2.858 -0.635 -0.274  -0.64
N2 -1.311 -1.363 1.234  -0.43
C13 -0.986 -0.066 1.784  -0.05
C14 -1.279 0.024 3.294  -0.42
C15 0.075 -0.163 3.972  -0.40
C16 1.029 0.584 3.043  -0.41
C17 0.508 0.291 1.632  -0.43
C18 -0.777 -2.605 1.748  -0.20
C19 1.846 0.535 -1.599  -0.31
C20 1.202 1.747 -1.430  0.34
O4 1.744 2.843 -0.829  -0.51
C21 3.079 2.785 -0.377  -0.06
C22 3.422 4.144 0.212  -0.62
H1 -2.734 3.097 0.105  0.21
H2 -4.010 2.972 -1.111  0.21
H3 -2.891 1.627 -0.863  0.25
H4 -2.302 2.979 -2.928  0.17
H5 -2.156 4.422 -1.906  0.19
H6 -1.758 0.910 -2.863  0.23
H7 -0.582 -1.165 -3.212  0.21
H8 2.711 -1.896 -1.542  0.21
H9 2.487 -1.898 -3.290  0.22
H10 0.472 -3.197 -3.157  0.18
H11 1.639 -3.986 -2.083  0.24
H12 -0.345 -2.090 -1.033  0.42
H13 -1.483 -4.608 1.240  0.24
H14 -2.586 -3.266 -0.966  0.24
H15 -3.390 -3.309 0.600  0.24
H16 -1.614 0.631 1.223  0.25
H17 -2.023 -0.707 3.607  0.21
H18 -1.666 1.018 3.521  0.21
H19 0.088 0.234 4.986  0.21
H20 0.341 -1.220 4.016  0.19
H21 2.065 0.273 3.174  0.21
H22 0.968 1.654 3.245  0.20
H23 0.630 1.149 0.977  0.23
H24 1.044 -0.545 1.181  0.21
H25 0.312 -2.562 1.821  0.21
H26 -1.181 -2.816 2.746  0.19
H27 2.856 0.406 -1.241  0.22
H28 3.754 2.553 -1.213  0.17
H29 3.189 2.003 0.389  0.17
H30 3.309 4.914 -0.546  0.22
H31 2.750 4.370 1.035  0.21
H32 4.446 4.145 0.575  0.21

---

Record 2
C15H45BF4N9O6 | ωB97M-V/def2-TZVPD

## Properties
HOMO = -0.2518 Eh
Total energy = -53534.5038 eV
Relative energy (zero: lowest compared OMol25 entry of this formula, charge and spin) = 0.000 eV
Charge = -1

Last column: Mulliken charge in e.
Atoms and positions in Å:
B1 1.216 0.133 0.482  -0.01
F1 -0.084 -0.336 0.049  -0.34
F2 1.291 1.453 0.721  -0.25
F3 1.660 -0.423 1.723  -0.42
F4 2.218 -0.093 -0.391  0.09
C1 3.639 -1.687 -3.113  0.50
O1 4.023 -2.658 -3.775  -0.76
N1 4.142 -1.404 -1.977  -0.26
N2 2.859 -0.769 -3.535  -0.27
H1 4.869 -1.945 -1.529  0.21
H2 3.549 -0.762 -1.471  0.25
H3 2.387 -0.233 -2.821  0.10
H4 2.444 -1.026 -4.419  0.20
C2 5.306 1.173 1.664  0.53
O2 6.362 1.749 1.564  -0.73
N3 4.183 1.483 1.001  -0.19
N4 5.118 0.237 2.516  -0.32
H5 3.340 0.939 1.114  0.04
H6 4.128 2.352 0.489  0.07
H7 5.912 -0.045 3.072  0.18
H8 4.153 -0.038 2.631  0.18
C3 0.236 4.949 0.353  0.57
O3 0.174 6.146 0.756  -0.76
N5 -0.493 4.390 -0.566  -0.26
N6 0.871 4.064 1.018  -0.18
H9 -1.115 4.891 -1.184  0.19
H10 -0.675 3.396 -0.561  0.16
H11 0.863 3.110 0.685  0.27
H12 1.549 4.244 1.744  0.21
C4 -0.833 3.395 -5.925  -1.51
C5 0.567 3.644 -5.569  0.56
C6 0.948 3.299 -4.082  -0.53
O4 2.393 3.385 -3.700  -0.42
C7 2.682 2.677 -2.389  -0.16
N7 1.348 2.744 -6.391  -0.71
H13 -1.523 4.162 -5.573  0.37
H14 -1.197 2.451 -5.520  0.35
H15 -1.090 3.484 -6.981  0.37
H16 0.697 4.698 -5.813  0.24
H17 0.698 2.240 -4.015  0.27
H18 0.359 3.882 -3.374  0.27
H19 1.977 2.758 -1.561  0.17
H20 3.667 3.000 -2.051  0.29
H21 2.674 1.595 -2.526  -0.06
H22 2.302 3.034 -6.232  0.28
H23 1.195 3.005 -7.354  0.24
C8 -1.951 -3.250 3.884  -1.21
C9 -0.976 -2.073 3.875  0.98
C10 -0.089 -1.830 5.069  -0.86
O5 1.035 -1.007 4.825  -0.36
C11 0.688 0.386 4.565  -0.47
N8 -0.176 -2.362 2.746  -0.72
H24 -1.486 -4.182 4.204  0.44
H25 -2.324 -3.393 2.870  -0.05
H26 -2.752 -3.019 4.586  0.42
H27 -1.568 -1.190 3.632  0.09
H28 0.546 -2.648 5.408  0.33
H29 -0.718 -1.480 5.888  0.35
H30 0.064 0.939 5.267  0.34
H31 0.218 0.341 3.583  0.07
H32 1.677 0.838 4.484  0.22
H33 -0.665 -2.209 1.876  0.23
H34 0.503 -1.615 2.765  0.17
C12 -6.794 -4.240 0.996  -1.43
C13 -5.413 -4.518 0.456  0.44
C14 -4.534 -3.271 0.025  -0.71
O6 -4.519 -2.368 1.047  -0.32
C15 -3.575 -1.384 1.063  -0.83
N9 -4.653 -5.358 1.475  -0.71
H35 -6.618 -3.474 1.751  0.26
H36 -7.197 -5.064 1.585  0.40
H37 -7.526 -3.878 0.274  0.33
H38 -5.545 -5.065 -0.478  0.37
H39 -4.989 -2.839 -0.866  0.43
H40 -3.515 -3.627 -0.126  0.39
H41 -3.605 -0.739 1.942  0.29
H42 -3.890 -0.682 0.291  0.42
H43 -2.553 -1.656 0.803  0.24
H44 -4.023 -4.761 1.991  0.23
H45 -4.068 -6.068 1.057  0.26

---

Record 3
C3H2InLiO3 | ωB97M-V/def2-TZVPD

## Properties
HOMO (spin up / spin down) = -0.4031 / -0.4028 Eh
Spin multiplicity = 2
Total energy = -14653.6841 eV
Relative energy (zero: lowest compared OMol25 entry of this formula, charge and spin) = 0.000 eV
Charge = +1

Last column: Löwdin spin population.
Atoms and positions in Å:
C1 -1.311 0.120 0.677  0.19
O1 -2.461 -0.179 0.154  0.12
H1 0.005 1.003 -0.813  0.03
Li1 -4.042 -0.801 0.452  0.00
C2 -0.150 0.299 0.001  0.50
O2 0.915 -0.565 0.313  0.11
C3 2.098 -0.459 -0.271  0.02
O3 2.263 0.422 -1.162  0.02
In1 3.962 -0.554 -0.980  0.00
H2 -1.278 0.713 1.631  0.02

---

Record 4
C51H38As2CdF3N3O12 | ωB97M-V/def2-TZVPD

## Properties
HOMO = -0.0699 Eh
Total energy = -216929.7817 eV
Relative energy (zero: lowest compared OMol25 entry of this formula, charge and spin) = 0.000 eV
Charge = -2

Last column: Mulliken charge in e.
Atoms and positions in Å:
Cd1 -1.860 0.379 0.736  4.36
O1 -2.166 1.828 2.593  -0.88
C1 -3.185 2.368 3.079  -0.52
C2 -4.569 2.101 2.697  0.70
C3 -5.568 2.937 3.157  -0.42
C4 -6.840 2.907 2.650  -0.15
C5 -7.257 1.945 1.737  -0.43
C6 -6.320 1.022 1.347  -0.54
C7 -4.936 1.098 1.685  0.34
O2 -4.116 0.323 1.099  -0.62
N1 -7.717 4.028 2.867  0.93
O3 -8.831 3.955 2.289  -0.64
O4 -7.343 4.954 3.611  -0.64
H1 -3.053 3.144 3.874  0.24
H2 -5.347 3.625 3.985  0.39
H3 -8.265 1.955 1.315  0.42
H4 -6.570 0.156 0.719  0.35
C8 2.609 0.797 -0.708  -1.88
C9 2.626 0.541 0.790  -0.30
As1 1.094 1.161 1.939  0.79
C10 1.759 3.067 2.186  0.41
C11 1.718 3.888 1.053  -0.29
C12 2.248 5.175 1.111  -0.93
C13 2.592 5.753 2.329  -0.50
C14 2.576 4.967 3.444  -0.50
C15 2.196 3.596 3.382  -0.80
C16 1.817 0.479 3.689  0.38
C17 0.932 0.067 4.675  -0.55
C18 1.354 -0.176 5.979  -0.66
C19 2.686 -0.077 6.291  -0.48
C20 3.594 0.252 5.290  -0.62
C21 3.185 0.535 4.011  -0.25
As2 1.013 0.562 -2.039  1.73
C22 1.441 -1.318 -2.741  0.16
C23 1.113 -2.355 -1.877  -0.83
C24 1.469 -3.665 -2.190  -0.71
C25 2.022 -3.956 -3.421  -0.85
C26 2.372 -2.937 -4.269  -0.56
C27 2.067 -1.611 -3.968  -0.84
C28 1.745 1.593 -3.550  0.04
C29 0.956 2.429 -4.357  -0.52
C30 1.513 3.243 -5.347  -0.73
C31 2.879 3.204 -5.520  -0.31
C32 3.673 2.344 -4.804  -0.81
C33 3.119 1.547 -3.803  0.14
H5 3.370 0.125 -1.221  0.43
H6 2.996 1.779 -0.948  0.78
H7 3.502 1.052 1.207  0.65
H8 2.614 -0.555 0.964  0.11
H9 1.337 3.557 0.110  0.43
H10 2.268 5.765 0.198  0.38
H11 2.890 6.804 2.360  0.34
H12 2.902 5.383 4.404  0.34
H13 2.185 3.037 4.306  0.36
H14 -0.085 -0.123 4.364  0.41
H15 0.635 -0.492 6.740  0.34
H16 3.079 -0.225 7.291  0.38
H17 4.653 0.269 5.543  0.40
H18 3.939 0.878 3.272  0.13
H19 0.577 -2.128 -0.983  0.84
H20 1.260 -4.483 -1.532  0.61
H21 2.214 -4.975 -3.713  0.41
H22 2.902 -3.137 -5.191  0.37
H23 2.230 -0.805 -4.700  0.35
H24 -0.122 2.495 -4.166  0.29
H25 0.869 3.912 -5.916  0.37
H26 3.315 3.872 -6.261  0.33
H27 4.703 2.278 -5.125  0.37
H28 3.764 0.882 -3.175  0.15
F1 5.665 -5.091 3.267  -0.28
C34 4.417 -5.541 3.678  0.69
F2 4.364 -6.887 3.449  -0.26
F3 4.399 -5.355 5.047  -0.28
C35 3.288 -4.752 3.015  0.36
C36 2.190 -4.414 3.844  -0.62
C37 1.233 -3.503 3.401  -0.47
C38 1.374 -2.844 2.152  0.91
C39 2.418 -3.274 1.296  0.13
C40 3.365 -4.201 1.700  -1.03
C41 0.509 -1.769 1.784  -0.28
C42 -0.162 -0.752 1.480  -1.48
H29 2.081 -4.875 4.842  0.32
H30 0.382 -3.249 4.046  0.45
H31 2.450 -2.904 0.279  0.66
H32 4.133 -4.535 0.991  0.40
O5 -1.209 -0.089 -2.738  -0.42
C43 -1.865 -0.970 -2.139  -0.77
O6 -2.119 -1.107 -0.910  -1.30
C44 -2.465 -2.040 -2.986  0.72
C45 -2.666 -1.752 -4.350  -0.27
C46 -3.181 -2.832 -5.112  -0.16
C47 -3.499 -4.077 -4.575  -0.46
C48 -3.269 -4.270 -3.204  -0.26
C49 -2.813 -3.271 -2.371  -0.42
N2 -3.347 -5.615 -2.675  0.97
O7 -3.857 -6.498 -3.414  -0.63
O8 -2.873 -5.849 -1.523  -0.57
N3 -3.503 -2.536 -6.517  0.98
O9 -3.892 -3.458 -7.251  -0.61
O10 -3.289 -1.354 -6.933  -0.59
H33 -2.414 -0.781 -4.805  0.65
H34 -3.896 -4.915 -5.176  0.52
H35 -2.572 -3.432 -1.335  0.72
C50 -1.924 4.217 -1.868  -1.53
C51 -1.357 2.897 -1.237  0.43
O11 -2.147 2.227 -0.497  -0.79
O12 -0.156 2.697 -1.458  -0.69
H36 -2.540 4.745 -1.134  0.39
H37 -2.534 4.079 -2.761  0.33
H38 -1.144 4.934 -2.145  0.34

---

Record 5
C26H18BF16N3O3Pt | ωB97M-V/def2-TZVPD

## Properties
HOMO = -0.0708 Eh
Total energy = -85280.7182 eV
Relative energy (zero: lowest compared OMol25 entry of this formula, charge and spin) = 2.867 eV
Charge = -2

Last column: natural (NBO) charge in e.
Atoms and positions in Å:
Pt1 -0.061 0.049 -0.166  0.96
C1 -6.044 -0.953 -3.895  -0.61
C2 -4.954 -0.504 -2.950  -0.11
C3 -4.947 0.773 -2.392  -0.19
C4 -3.926 1.186 -1.563  -0.30
C5 -2.849 0.334 -1.219  0.28
N1 -1.824 0.813 -0.447  -0.58
C6 -2.050 1.815 0.516  0.18
C7 -3.121 1.677 1.405  -0.22
C8 -3.394 2.627 2.371  -0.21
C9 -2.594 3.759 2.493  -0.08
C10 -2.879 4.823 3.528  -0.62
C11 -1.528 3.892 1.618  -0.14
C12 -1.235 2.945 0.638  -0.09
C13 -0.107 3.166 -0.387  0.12
O1 0.392 2.080 -0.994  -0.81
C14 -0.699 4.094 -1.505  0.95
F1 -1.586 3.419 -2.244  -0.32
F2 0.264 4.544 -2.341  -0.34
F3 -1.340 5.198 -1.045  -0.35
C15 1.087 3.972 0.275  0.96
F4 2.206 3.869 -0.460  -0.33
F5 0.878 5.309 0.431  -0.35
F6 1.383 3.486 1.496  -0.33
C16 -2.881 -0.974 -1.740  -0.06
C17 -3.912 -1.347 -2.602  -0.19
C18 -1.815 -1.979 -1.279  0.08
O2 -1.168 -1.634 -0.130  -0.74
C19 -2.490 -3.357 -0.927  0.97
F7 -1.724 -4.100 -0.134  -0.30
F8 -3.663 -3.172 -0.283  -0.34
F9 -2.772 -4.120 -2.019  -0.35
C20 -0.831 -2.270 -2.478  0.95
F10 -1.486 -2.501 -3.648  -0.35
F11 -0.013 -1.244 -2.725  -0.32
F12 -0.070 -3.348 -2.243  -0.32
H1 -6.977 -0.417 -3.698  0.20
H2 -6.238 -2.023 -3.795  0.20
H3 -5.776 -0.766 -4.941  0.20
H4 -5.755 1.465 -2.621  0.19
H5 -3.928 2.195 -1.170  0.21
H6 -3.740 0.792 1.307  0.22
H7 -4.235 2.488 3.045  0.19
H8 -3.831 4.633 4.027  0.20
H9 -2.924 5.815 3.072  0.21
H10 -2.100 4.853 4.296  0.21
H11 -0.919 4.784 1.698  0.20
H12 -3.908 -2.348 -3.018  0.21
F13 3.539 -3.637 0.061  -0.58
B1 2.756 -2.942 1.015  1.36
F14 2.156 -3.855 1.911  -0.58
F15 3.605 -2.057 1.754  -0.60
F16 1.761 -2.182 0.353  -0.58
N2 4.853 2.058 -1.977  -0.82
C21 5.233 1.843 -0.688  0.67
O3 6.373 2.068 -0.311  -0.64
C22 4.176 1.325 0.236  -0.22
C23 4.452 1.247 1.592  -0.11
C24 3.469 0.811 2.450  -0.24
C25 2.234 0.459 1.927  0.12
N3 1.966 0.525 0.626  -0.48
C26 2.927 0.931 -0.202  0.12
H13 5.529 2.473 -2.591  0.39
H14 3.887 2.055 -2.251  0.41
H15 5.443 1.513 1.936  0.23
H16 3.650 0.712 3.511  0.21
H17 1.436 0.089 2.553  0.22
H18 2.632 0.948 -1.240  0.21

---

Record 6
C42H50Br2GeN2O2ReSSi4Te | ωB97M-V/def2-TZVPD

## Properties
HOMO = -0.3764 Eh
Total energy = -299805.8394 eV
Relative energy (zero: lowest compared OMol25 entry of this formula, charge and spin) = 3.253 eV
Charge = +1

Last column: Mulliken charge in e.
Atoms and positions in Å:
Re1 -0.008 -1.060 1.036  1.23
Br1 1.684 -5.856 0.824  -0.11
C1 1.415 -4.744 2.342  -0.31
C2 1.778 -5.219 3.601  -0.39
C3 1.619 -4.448 4.726  -0.06
Br2 2.054 -5.176 6.428  -0.21
C4 1.138 -3.124 4.628  0.55
C5 0.910 -2.252 5.707  -0.79
C6 0.489 -0.969 5.453  -1.17
C7 0.298 -0.546 4.136  0.02
N1 0.450 -1.358 3.105  -0.12
C8 0.848 -2.633 3.332  0.20
C9 0.903 -3.458 2.163  0.71
O1 0.479 -2.966 1.054  -0.69
H1 2.171 -6.221 3.681  0.45
H2 1.056 -2.595 6.721  0.38
H3 0.302 -0.284 6.262  0.51
H4 0.002 0.469 3.907  0.53
O2 1.647 0.358 0.209  -1.20
N2 1.442 1.660 0.194  1.27
C10 2.231 2.425 0.977  -0.45
C11 2.099 3.783 1.034  -0.91
C12 1.091 4.386 0.273  -0.86
C13 0.303 3.600 -0.530  -0.95
C14 0.494 2.215 -0.597  0.43
S1 -0.486 1.384 -1.750  -0.07
H5 2.975 1.871 1.531  0.58
H6 2.753 4.358 1.670  0.54
H7 0.928 5.450 0.322  0.42
H8 -0.489 4.020 -1.128  0.57
C15 4.508 -0.266 -4.477  -1.20
Si1 3.436 0.122 -2.948  0.75
C16 4.349 -0.307 -1.320  -0.86
C17 3.064 2.009 -2.929  -0.88
Si2 1.490 -1.326 -3.356  0.04
Te1 -0.481 -1.039 -1.582  -0.62
Si3 2.079 -3.664 -3.127  0.51
C18 2.629 -4.290 -4.839  -1.21
C19 0.606 -4.695 -2.504  -0.77
C20 3.552 -3.896 -1.934  -1.02
Si4 0.018 -0.884 -5.289  0.50
C21 -0.389 0.984 -5.323  -0.91
C22 -1.596 -1.892 -5.113  -1.01
C23 0.915 -1.407 -6.893  -1.06
H9 5.418 0.325 -4.488  0.41
H10 3.968 -0.048 -5.393  0.30
H11 4.796 -1.310 -4.512  0.30
H12 5.194 0.353 -1.137  0.44
H13 4.726 -1.324 -1.329  0.37
H14 3.674 -0.218 -0.475  -0.06
H15 3.893 2.570 -3.352  0.56
H16 2.911 2.386 -1.922  0.09
H17 2.177 2.254 -3.505  0.15
H18 1.783 -4.529 -5.473  0.32
H19 3.224 -5.192 -4.741  0.40
H20 3.232 -3.552 -5.357  0.34
H21 -0.261 -4.594 -3.149  0.25
H22 0.312 -4.388 -1.507  0.08
H23 0.862 -5.749 -2.449  0.36
H24 4.468 -3.500 -2.361  0.33
H25 3.709 -4.952 -1.734  0.43
H26 3.391 -3.411 -0.977  0.28
H27 -1.032 1.249 -4.490  0.17
H28 -0.894 1.278 -6.237  0.46
H29 0.512 1.582 -5.242  0.23
H30 -2.134 -1.602 -4.215  0.26
H31 -1.393 -2.955 -5.043  0.29
H32 -2.267 -1.745 -5.953  0.40
H33 1.864 -0.894 -7.008  0.32
H34 0.312 -1.175 -7.767  0.41
H35 1.115 -2.473 -6.912  0.30
C24 -1.113 0.413 1.285  0.57
Ge1 -2.446 1.655 1.972  1.31
C25 -1.480 2.630 3.404  -0.24
C26 -1.594 2.295 4.746  -0.38
C27 -0.851 2.971 5.700  -0.57
C28 0.025 3.974 5.321  -0.74
C29 0.137 4.318 3.986  -0.85
C30 -0.620 3.656 3.040  -0.20
C31 -3.255 3.002 0.756  0.73
C32 -3.456 4.291 1.236  -0.49
C33 -4.148 5.222 0.484  -0.66
C34 -4.653 4.870 -0.755  -0.52
C35 -4.452 3.590 -1.244  -0.77
C36 -3.757 2.658 -0.493  -0.57
C37 -3.842 0.464 2.694  0.05
C38 -4.983 0.999 3.275  -0.49
C39 -5.990 0.166 3.728  -0.73
C40 -5.863 -1.206 3.593  -0.45
C41 -4.722 -1.749 3.026  -0.82
C42 -3.713 -0.913 2.580  -0.12
H36 -2.281 1.514 5.046  0.49
H37 -0.957 2.722 6.745  0.51
H38 0.604 4.500 6.064  0.42
H39 0.807 5.109 3.684  0.49
H40 -0.574 3.949 2.001  0.62
H41 -3.081 4.566 2.213  0.34
H42 -4.309 6.217 0.870  0.44
H43 -5.217 5.587 -1.332  0.41
H44 -4.855 3.319 -2.208  0.44
H45 -3.621 1.653 -0.876  0.46
H46 -5.081 2.074 3.361  0.43
H47 -6.879 0.580 4.178  0.42
H48 -6.654 -1.861 3.926  0.39
H49 -4.628 -2.822 2.928  0.43
H50 -2.810 -1.320 2.123  0.14